[1]
Below is a cluster of 6 separate species, CH13O5S in total in a non-equilibrium geometry, with properties calculated with the ωB97M-V functional and the def2-TZVPD basis.

XYZ file:
```
20
CH13O5S the ωB97M-V functional and the def2-TZVPD basis
C -1.4197 0.7943 -1.7460
S -0.0807 -0.4134 -1.6964
H -2.4003 0.4452 -1.5258
H -1.2688 1.5418 -0.9839
H -1.4897 1.3728 -2.6393
H 1.4155 1.0528 -0.6993
H 1.5893 1.7201 0.6726
O 2.0842 1.5365 -0.1221
H -0.4757 2.0303 1.7570
H 0.3351 0.8984 2.4036
O 0.3116 1.8521 2.3012
H -2.0361 -2.2486 0.6162
H -2.5734 -1.4461 -0.5412
O -2.7362 -1.6283 0.3942
H -0.3098 -1.1366 0.6989
H 1.1655 -1.5119 0.9221
O 0.2631 -1.6025 1.3107
H 2.8038 -0.4517 -0.0179
H 2.0915 -1.3954 -0.9013
O 2.7307 -1.4099 -0.2035
```

Calculated values
* net charge: -1
* E_HOMO: -3.7 eV
* E_tot: -820.35528 a.u.

Löwdin population analysis, charges in e, atoms 1 to 5: -0.6463 0.3209 -0.0230 -0.0136 -0.0124

=====

[2]
Below is the molecule C4H6N2S in a non-equilibrium geometry, with properties calculated with the ωB97M-V functional and the def2-TZVPD basis.

XYZ file:
```
13
C4H6N2S the ωB97M-V functional and the def2-TZVPD basis
C -1.5215 -0.3777 -0.1264
C -0.6012 -1.3902 0.5924
C 0.6889 -1.5554 -0.1707
C 0.6149 1.2437 0.4978
H -1.9633 -0.7512 -1.0572
H -2.4380 -0.2210 0.4693
H -0.3856 -1.0168 1.5936
H -1.0333 -2.3862 0.7035
H 0.7886 -2.4979 -0.7675
H 0.5543 2.0452 1.2029
N 1.5833 -0.6520 -0.2319
N 1.4850 0.3493 0.6464
S -0.7555 1.2140 -0.6128
```

Calculated values
* net charge: 0
* E_HOMO: -9.0 eV
* E_tot: -663.64449 a.u.
* structure (SMILES): C1=NN=CSCC1

Löwdin population analysis, charges in e, atoms 1 to 5: -0.4702 -0.2226 -0.1708 -0.4963 0.0660

=====

[3]
Below is a structure of composition C11H13NO in a non-equilibrium geometry, with properties calculated with the ωB97M-V functional and the def2-TZVPD basis.

XYZ file:
```
26
C11H13NO the ωB97M-V functional and the def2-TZVPD basis
C 2.7836 -1.4599 -3.1540
C 2.3994 -0.5149 -1.8496
C 1.0979 0.0617 -1.3577
C -0.1919 -0.3345 -1.8484
C -1.2321 -0.1176 -1.1491
C -1.1696 0.0575 0.3051
C -2.4981 0.1950 1.0183
C -2.2344 0.8639 2.4939
C 0.1711 0.9873 2.3533
C 0.0109 0.2647 0.9361
C 1.0833 0.0830 0.0789
H 1.6675 -2.1828 -3.3621
H 3.7956 -2.1584 -2.9837
H 3.0002 -0.6887 -4.4292
H -0.0632 -0.8719 -2.8406
H -1.9211 0.0041 -1.9174
H -3.2918 0.8170 0.4653
H -2.7663 -0.7571 1.2394
H -3.0660 0.6492 3.0999
H -2.1738 1.8844 2.2657
H -1.1594 -0.4367 3.5438
H 0.0976 2.2502 1.7751
H 1.1970 0.7459 2.6832
H 2.1164 0.3943 0.4768
N -0.9730 0.5499 3.0886
O 3.3201 -0.2856 -0.9315
```

Calculated values
* net charge: 0
* E_HOMO: -8.3 eV
* E_tot: -556.63448 a.u.

Löwdin population analysis, charges in e, atoms 1 to 5: -0.0821 -0.3064 -0.1234 -0.1148 -0.0585

=====

[4]
Below is a structure of composition C34H55MgN2O2 in a non-equilibrium geometry, with properties calculated with the ωB97M-V functional and the def2-TZVPD basis.

XYZ file:
```
94
C34H55MgN2O2 the ωB97M-V functional and the def2-TZVPD basis
Mg -1.6014 0.9289 -1.0492
C -0.0596 2.1716 -5.5161
N 0.7661 4.9824 -5.3718
C 0.6509 6.5070 -5.5418
C -0.3795 4.0484 -5.4464
C -1.6019 3.1249 -1.1555
N -1.0115 2.4752 0.0984
C 0.4890 2.4965 0.4164
C 1.2408 1.1527 0.1970
C 2.2284 0.7824 1.1441
C 3.2048 -0.1464 0.8077
C 3.1832 -0.6949 -0.4293
C 2.0867 -0.5762 -1.3027
C 1.1105 0.5011 -1.0945
O 0.0937 0.8176 -1.8905
C 1.9931 -1.4602 -2.5557
C 2.7969 -2.8144 -2.4805
C 2.5947 -0.5099 -3.6749
C 0.5637 -1.7569 -3.1752
C 4.1982 -0.5741 1.9115
C 5.0979 0.6936 2.2024
C 3.2660 -0.9502 3.1169
C 5.0873 -1.6973 1.4079
C -2.1336 2.2583 1.1120
C -1.8257 0.9836 2.0055
C -1.9899 0.9014 3.4170
C -1.8254 -0.1847 4.1972
C -1.7830 -1.4743 3.5609
C -1.9864 -1.5821 2.2539
C -1.7294 -0.3031 1.4402
O -1.6039 -0.5530 0.1406
C -2.7069 -2.7246 1.3488
C -3.9688 -2.4697 0.6202
C -1.8399 -3.8890 1.2744
C -6.5693 -4.3013 -6.6189
C -1.4315 -0.0388 5.6589
C -2.7116 -0.0694 6.5447
C -0.2609 -1.0624 5.9472
C -0.8031 1.3435 5.7918
H 0.9733 2.0696 -6.2285
H 0.3179 2.0557 -4.3751
H -0.9564 1.6572 -5.9577
H 0.3754 6.4266 -6.6095
H 1.5134 6.9910 -5.3030
H -0.2418 7.0372 -5.1926
H -0.6568 4.0264 -6.5823
H -1.2802 4.5824 -4.8662
H -2.0811 4.1852 -0.9780
H -1.0079 2.7908 -1.9695
H 0.3966 2.8523 1.5338
H 0.7804 3.2052 -0.4215
H 2.2502 1.2681 2.1235
H 4.0035 -1.2811 -0.8180
H 3.9019 -2.5821 -2.3292
H 2.6940 -3.4667 -3.3842
H 2.4822 -3.3673 -1.5722
H 3.4957 -0.1514 -3.2036
H 1.9284 0.3178 -3.9104
H 2.8947 -1.0763 -4.5961
H -0.1595 -2.0813 -2.3892
H 0.5889 -2.5927 -3.9153
H 0.1987 -0.8988 -3.6993
H 4.5015 1.5491 2.5050
H 5.6712 0.9581 1.3190
H 5.7727 0.4818 3.0374
H 2.8041 -0.0824 3.6406
H 3.7976 -1.4920 3.9040
H 2.5164 -1.6348 2.7440
H 5.8116 -1.2985 0.6819
H 4.5099 -2.5204 0.9509
H 5.6632 -2.1572 2.1957
H -3.0674 1.9869 0.4627
H -2.6246 3.1362 1.5021
H -2.3083 1.8874 3.7933
H -1.6224 -2.4117 4.0405
H -4.5490 -1.5858 0.8977
H -4.5513 -3.3976 0.6729
H -3.6352 -2.4391 -0.4712
H -1.8244 -4.4990 2.2139
H -0.8504 -3.7652 0.7998
H -2.3413 -4.5892 0.5620
H -6.0700 -4.7132 -7.5487
H -5.9851 -3.4580 -6.0987
H -6.2842 -5.2035 -5.8752
H -3.2459 -1.0472 6.6075
H -3.3784 0.6939 6.1691
H -2.4816 0.1252 7.6105
H -0.6580 -2.0575 6.0671
H 0.2581 -0.7963 6.8576
H 0.4760 -0.9729 5.1409
H -1.5548 2.1696 5.6978
H -0.0008 1.4480 5.0384
H -0.2920 1.4148 6.7628
H -7.6976 -4.0334 -6.5499
```

Calculated values
* net charge: -1
* E_HOMO (spin up / spin down): -3.5 / -3.5 eV
* E_tot: -1788.27329 a.u.

Löwdin population analysis, charges in e, atoms 1 to 5: 0.6425 -0.0592 -0.0799 -0.1273 -0.2619

=====

[5]
Below is a structure of composition C23H30ClLaO9 in a non-equilibrium geometry, with properties calculated with the ωB97M-V functional and the def2-TZVPD basis.

XYZ file:
```
64
C23H30ClLaO9 the ωB97M-V functional and the def2-TZVPD basis
C -0.1454 -0.1532 -3.4784
C -0.7020 -1.1423 -2.4214
C -0.3243 1.2726 -2.9078
C -1.4328 1.1190 -1.8542
H -0.6058 1.9583 -3.7127
H 0.6168 1.6111 -2.4446
C -1.1176 -0.2912 -1.2155
H 0.0575 -1.8890 -2.1751
H -1.5930 -1.6304 -2.8386
C -0.0062 -0.2006 -0.1472
H -2.0242 -0.6917 -0.7385
H -2.3826 0.9657 -2.3983
C -1.6340 2.2565 -0.9551
C 1.3158 -0.3468 -3.8261
C -0.7806 -0.2672 -4.8693
O -1.4956 0.6194 -5.2992
O 2.1123 -1.0637 -3.2393
O 1.6307 0.3581 -4.9293
O -0.4773 -1.3093 -5.6768
C 0.0369 -2.6063 -5.2772
H -0.1135 -2.8169 -4.2090
H 1.0995 -2.6642 -5.5464
H -0.5287 -3.3119 -5.8943
C 2.9968 0.2289 -5.3369
H 3.6527 0.7166 -4.6018
H 3.0546 0.7360 -6.2998
H 3.2817 -0.8284 -5.4383
O -0.4463 0.3577 1.0513
H 0.8576 0.3642 -0.5543
H 0.3709 -1.2272 0.0524
C -2.9854 2.4678 -0.4292
C -0.5350 3.1742 -0.6409
H -0.1187 3.6545 -1.5407
H 0.3009 2.6709 -0.1280
H -0.8905 3.9718 0.0235
H -2.9624 2.7674 0.6263
H -3.5905 1.5562 -0.5275
H -3.5039 3.2667 -0.9844
La 0.0019 0.0417 3.2162
C -2.1081 -1.4168 4.5273
C -2.5946 -1.2693 3.1907
C -1.7315 -2.0056 2.3324
H -3.5185 -0.7722 2.8868
C -0.7109 -2.6158 3.1274
C -0.9658 -2.2606 4.4979
H -0.4472 -2.6508 5.3646
H -2.5974 -1.0609 5.4211
H -1.8722 -2.1558 1.2567
H 0.0807 -3.2805 2.7733
C 2.6642 1.4237 3.4394
C 2.7345 0.2882 4.3070
C 2.6581 -0.8899 3.5044
H 2.9221 0.3231 5.3760
C 2.5620 -0.4831 2.1370
C 2.5625 0.9460 2.0988
H 2.5822 1.5608 1.1970
H 2.7744 2.4680 3.7426
H 2.7323 -1.9200 3.8626
H 2.5610 -1.1514 1.2700
O 0.4925 1.4755 7.1932
Cl -0.2606 0.6459 6.3110
O 0.5896 -0.4669 5.7708
O -1.4545 0.1070 6.9116
O -0.6454 1.4663 5.0671
```

Calculated values
* net charge: -2
* E_HOMO: 2.2 eV
* E_tot: -2063.09033 a.u.

Löwdin population analysis, charges in e, atoms 1 to 5: -0.2538 -0.0780 -0.0639 -0.2970 0.1265

=====

[6]
Below is a cluster of 2 separate species, C4H15N2O in total in a non-equilibrium geometry, with properties calculated with the ωB97M-V functional and the def2-TZVPD basis.

XYZ file:
```
22
C4H15N2O the ωB97M-V functional and the def2-TZVPD basis
C 2.3560 0.3745 0.5180
C 0.8953 -0.1326 0.5459
C 0.5652 -1.0181 -0.6344
C -0.9218 -1.4335 -0.7926
N -1.6279 -0.3216 -1.4769
N 0.1664 1.1650 0.1539
H 2.7453 0.5198 -0.4984
H 2.5692 1.2622 1.1210
H 2.9956 -0.3507 0.9855
H 0.4041 -0.4536 1.4435
H 1.0763 -1.9958 -0.7289
H 0.8220 -0.5974 -1.6664
H -1.0723 -2.3258 -1.4080
H -1.3282 -1.4808 0.2124
H -1.2255 -0.2157 -2.4369
H -2.6590 -0.4713 -1.7208
H 0.2750 1.9473 0.7390
H 0.2329 1.5338 -0.8050
H -0.9542 0.8207 0.0783
H -2.3330 0.6003 1.9591
H -1.5547 1.6693 2.5196
O -1.4266 0.9039 1.8920
```

Calculated values
* net charge: +1
* E_HOMO: -13.7 eV
* E_tot: -345.87551 a.u.

Löwdin population analysis, charges in e, atoms 1 to 5: -0.0351 -0.2873 -0.1728 -0.2438 -0.0530

=====

- Look up the E_tot of the fourth one.
  -1788.27329 a.u.